Entry 1:
55
Properties=species:S:1:pos:R:3 method="wB97M-V/def2-TZVPD" gap_ev="5.6 / 5.1" lumo_ev="-4.33 / -4.74" multiplicity=1 homo_energy_ev="-9.91 / -9.86" total_charge=+1 e_tot_ev=-73848.819
Pt 0.777 -0.191 0.097
O -2.153 -4.156 0.085
C -3.321 -3.517 0.140
C -4.492 -4.282 0.090
C -5.725 -3.676 0.143
C -5.829 -2.288 0.231
C -4.690 -1.520 0.283
C -3.423 -2.110 0.240
C -2.217 -1.281 0.272
O -1.069 -1.818 0.267
N -2.425 0.035 0.238
N -1.388 0.819 0.365
C -1.393 2.096 0.258
S -2.803 3.124 0.082
C -1.854 4.670 0.340
C -0.493 4.490 -0.290
S 0.166 2.887 0.338
H -1.431 -3.488 0.130
H -4.394 -5.355 0.021
H -6.620 -4.277 0.115
H -6.799 -1.818 0.254
H -4.749 -0.446 0.343
H -1.776 4.832 1.415
H -2.417 5.487 -0.110
H 0.202 5.272 0.008
H -0.550 4.441 -1.377
C 5.423 -0.769 0.221
S 3.589 -0.665 0.095
O 3.207 0.406 1.051
C 3.525 0.136 -1.534
C 3.215 1.486 -1.600
C 2.993 2.072 -2.835
C 3.071 1.301 -3.985
C 3.412 -0.041 -3.912
C 3.641 -0.631 -2.681
H 5.851 0.216 0.080
H 5.782 -1.465 -0.528
H 5.655 -1.137 1.216
H 3.159 2.060 -0.685
H 2.754 3.122 -2.900
H 2.868 1.751 -4.945
H 3.486 -0.630 -4.814
H 3.883 -1.682 -2.612
N -0.100 0.726 5.152
N 0.356 0.051 4.084
N 0.722 -1.201 4.146
C 0.992 -1.485 2.881
N 0.796 -0.416 2.112
N 0.389 0.552 2.886
H 0.225 0.322 6.022
H 0.012 1.728 5.058
H 1.310 -2.447 2.535
N 0.191 -0.423 -2.883
C 0.587 -0.238 -1.807
H -0.129 -0.632 -3.800

***

Entry 2:
16
Properties=species:S:1:pos:R:3 method="wB97M-V/def2-TZVPD" gap_ev=9.7 lumo_ev=0.71 multiplicity=1 homo_energy_ev=-9.02 smiles="C=CO.CCS" e_above_lowest_ev=1.444 e_tot_ev=-17191.381
C -1.779 1.255 -1.439
C -1.924 0.130 -2.147
O -1.117 -0.077 -3.261
H -2.498 1.520 -0.676
H -0.926 1.908 -1.538
H -2.620 -0.650 -1.896
H -0.432 0.563 -3.101
C 0.636 -1.202 2.158
C 1.415 -0.060 1.592
S 2.375 -0.621 0.135
H -0.021 -1.647 1.392
H 1.285 -2.029 2.427
H -0.048 -0.840 2.928
H 2.127 0.200 2.396
H 0.957 0.875 1.293
H 2.569 0.674 -0.265

***

Entry 3:
14
Properties=species:S:1:pos:R:3 method="wB97M-V/def2-TZVPD" gap_ev="8.5 / 8.5" lumo_ev="-10.18 / -10.18" multiplicity=1 homo_energy_ev="-18.65 / -18.65" smiles="SN1C=[NH+]C=[NH+]C1" total_charge=+2 e_above_lowest_ev=2.529 e_tot_ev=-18509.821
S 2.816 0.096 0.140
N 1.100 -0.128 0.003
C 0.499 -1.259 -0.060
N -0.863 -1.494 -0.047
C -1.667 -0.463 0.165
N -1.184 0.759 0.286
C 0.095 1.187 -0.166
H 2.882 1.424 -0.516
H 1.245 -2.029 -0.137
H -1.353 -2.368 0.004
H -2.802 -0.750 0.401
H -1.611 1.566 0.681
H 0.584 1.988 0.443
H 0.259 1.470 -1.197

***

Entry 4:
11
Properties=species:S:1:pos:R:3 method="wB97M-V/def2-TZVPD" gap_ev=9.9 lumo_ev=-5.56 multiplicity=1 homo_energy_ev=-15.46 total_charge=+1 e_above_lowest_ev=3.724 e_tot_ev=-6168.782
O -0.978 0.720 -1.336
H -0.380 -0.672 -0.899
H -1.737 1.312 -1.225
H -0.726 0.802 -0.167
N 0.552 -1.006 -0.319
C 0.375 -0.352 0.998
N 0.008 0.808 0.940
H 1.207 -0.504 -0.900
H 0.718 -2.007 -0.319
H 1.191 -0.638 1.666
H -0.229 1.537 1.562

***

Entry 5:
138
Properties=species:S:1:pos:R:3 method="wB97M-V/def2-TZVPD" gap_ev=5.3 lumo_ev=-0.83 multiplicity=1 homo_energy_ev=-6.11 e_tot_ev=-74897.518
C -5.259 -0.284 -1.686
C -5.100 0.178 -0.232
C -6.055 1.337 0.062
C -3.649 0.516 0.089
C -3.119 1.785 -0.162
C -1.774 2.067 0.048
C -1.158 3.381 -0.422
C -2.184 4.461 -0.771
C -0.136 3.182 -1.540
C -0.940 1.076 0.666
C 0.439 1.368 1.036
N 0.840 2.349 1.946
C 0.060 3.320 2.681
C 0.339 4.684 2.473
C 1.493 5.175 1.592
C 2.686 5.562 2.464
C 1.088 6.274 0.611
C -0.436 5.634 3.147
C -1.437 5.226 4.024
C -1.674 3.874 4.262
C -0.901 2.895 3.628
C -1.038 1.421 4.008
C -2.193 1.131 4.972
C 0.253 0.834 4.569
N 2.193 2.365 2.076
N 2.634 1.357 1.284
C 4.050 1.115 1.102
C 4.718 1.777 0.057
C 3.999 2.806 -0.814
C 3.434 2.154 -2.066
C 4.882 3.995 -1.201
C 6.054 1.463 -0.191
C 6.721 0.554 0.622
C 6.067 -0.034 1.699
C 4.728 0.242 1.965
C 4.082 -0.372 3.214
C 2.876 -1.253 2.899
C 3.773 0.678 4.285
C 1.592 0.764 0.546
C 1.833 -0.246 -0.368
C -1.475 -0.237 0.885
C -0.671 -1.411 1.447
C -0.546 -2.535 0.418
C -1.277 -1.991 2.729
C -2.810 -0.482 0.572
H -4.618 -1.146 -1.905
H -6.297 -0.570 -1.884
H -4.989 0.522 -2.379
H -5.372 -0.668 0.416
H -5.905 1.718 1.076
H -5.902 2.157 -0.647
H -7.091 1.001 -0.028
H -3.781 2.554 -0.568
H -0.591 3.755 0.445
H -2.895 4.596 0.054
H -1.685 5.423 -0.951
H -2.736 4.190 -1.681
H 0.648 2.480 -1.227
H -0.614 2.768 -2.441
H 0.344 4.135 -1.805
H 1.811 4.316 0.993
H 2.961 4.708 3.095
H 3.550 5.827 1.844
H 2.440 6.415 3.110
H 0.243 5.949 -0.011
H 0.798 7.198 1.128
H 1.929 6.506 -0.056
H -0.235 6.699 2.994
H -2.031 5.977 4.547
H -2.455 3.580 4.967
H -1.255 0.896 3.065
H -3.144 1.506 4.577
H -2.296 0.050 5.132
H -2.004 1.595 5.950
H 1.081 0.977 3.872
H 0.531 1.327 5.512
H 0.150 -0.243 4.760
H 3.173 3.186 -0.192
H 2.759 1.331 -1.806
H 2.884 2.884 -2.669
H 4.251 1.736 -2.670
H 5.400 4.412 -0.330
H 5.627 3.703 -1.952
H 4.256 4.784 -1.635
H 6.574 1.949 -1.019
H 7.767 0.317 0.428
H 6.604 -0.717 2.361
H 4.853 -1.032 3.633
H 3.101 -1.964 2.095
H 2.554 -1.810 3.789
H 2.037 -0.630 2.574
H 4.705 1.090 4.690
H 3.202 1.515 3.866
H 3.205 0.232 5.108
H 2.848 -0.617 -0.459
H 1.025 -0.557 -1.018
H 0.340 -1.055 1.667
H -0.156 -2.166 -0.536
H 0.132 -3.319 0.782
H -1.526 -2.994 0.231
H -1.431 -1.218 3.492
H -2.248 -2.459 2.515
H -0.611 -2.758 3.151
H -3.215 -1.487 0.729
C -0.096 -6.820 1.718
O -1.480 -6.660 1.305
C -1.735 -6.124 0.078
C -3.093 -6.060 -0.333
C -3.410 -5.521 -1.560
C -2.412 -5.009 -2.432
C -2.763 -4.524 -3.743
C -2.009 -4.540 -4.886
C -2.561 -3.809 -6.032
O -3.617 -3.172 -5.989
N -1.833 -3.847 -7.233
C -2.353 -3.081 -8.339
C -0.697 -4.624 -7.462
O -0.108 -4.658 -8.542
N -0.252 -5.381 -6.375
C 0.916 -6.182 -6.659
C -0.833 -5.399 -5.089
O -0.354 -6.146 -4.233
C -1.086 -4.968 -1.944
C -0.727 -5.588 -0.760
H -0.161 -7.383 2.650
H 0.493 -7.382 0.976
H 0.377 -5.841 1.902
H -3.859 -6.453 0.335
H -4.445 -5.499 -1.903
H -3.773 -4.129 -3.852
H -1.712 -3.264 -9.199
H -3.381 -3.397 -8.536
H -2.344 -2.022 -8.064
H 1.225 -6.680 -5.743
H 0.675 -6.915 -7.436
H 1.702 -5.526 -7.043
H -0.320 -4.457 -2.524
H 0.325 -5.645 -0.461